Entry 1:
6 unconnected molecules or ions with the total composition C8H28INO8 at a distorted geometry. Source: the Open Molecules 2025 dataset; level of theory: wB97M-V/def2-TZVPD.

HOMO level, eV: -7.12
Kohn-Sham gap, eV: 6.812
E_LUMO, Eh: -0.011
Relative energy (zero: lowest compared OMol25 entry of this formula, charge and spin), eV: 0.000
Largest force on an atom, eV Å⁻¹: 1.262

Bonds (Å) are listed after each position.
CARTESIAN COORDINATES (ANGSTROEM)
1 N -0.09 -0.44 0.54  H2 1.035, H3 1.034, H4 1.029, H5 1.026
2 H -0.62 -1.30 0.74  N1 1.035
3 H 0.39 -0.06 1.37  N1 1.034
4 H -0.75 0.29 0.24  N1 1.029
5 H 0.60 -0.65 -0.19  N1 1.026
6 I -3.34 1.09 0.41  no bonds
7 C -2.66 -2.45 2.21  C8 1.500, O10 1.455, H11 1.087, H12 1.091
8 C -2.27 -1.68 3.44  C7 1.500, O9 1.425, H13 1.092, H14 1.094
9 O -1.56 -2.50 4.37  C8 1.425, H15 0.960
10 O -1.47 -2.74 1.43  C7 1.455, H16 0.962
11 H -3.27 -1.86 1.53  C7 1.087
12 H -3.15 -3.39 2.45  C7 1.091
13 H -3.18 -1.29 3.92  C8 1.092
14 H -1.71 -0.79 3.16  C8 1.094
15 H -0.63 -2.42 4.17  O9 0.960
16 H -0.99 -3.46 1.86  O10 0.962
17 C -0.31 2.59 -1.82  C18 1.505, O20 1.437, H21 1.093, H22 1.095
18 C -1.23 2.75 -3.00  C17 1.505, O19 1.439, H23 1.086, H24 1.094
19 O -0.54 2.91 -4.25  C18 1.439, H25 0.961
20 O 0.29 1.30 -1.70  C17 1.437, H26 0.962
21 H -0.92 2.76 -0.93  C17 1.093
22 H 0.51 3.33 -1.82  C17 1.095
23 H -1.89 3.60 -2.87  C18 1.086
24 H -1.86 1.85 -3.08  C18 1.094
25 H -0.04 2.11 -4.46  O19 0.961
26 H 0.73 1.11 -2.54  O20 0.962
27 C 1.15 -2.26 -2.50  C28 1.509, O30 1.451, H31 1.091, H32 1.091
28 C 1.75 -3.59 -2.88  C27 1.509, O29 1.419, H33 1.092, H34 1.092
29 O 3.04 -3.47 -3.47  C28 1.419, H35 0.961
30 O 1.74 -1.69 -1.30  C27 1.451, H36 0.961
31 H 0.11 -2.37 -2.21  C27 1.091
32 H 1.24 -1.55 -3.33  C27 1.091
33 H 1.12 -3.99 -3.68  C28 1.092
34 H 1.75 -4.29 -2.04  C28 1.092
35 H 3.67 -3.15 -2.82  O29 0.961
36 H 2.70 -1.67 -1.38  O30 0.961
37 C 0.55 2.35 2.52  C38 1.503, O40 1.415, H41 1.096, H42 1.096
38 C 1.20 3.18 1.45  C37 1.503, O39 1.427, H43 1.094, H44 1.098
39 O 2.46 3.66 1.89  C38 1.427, H45 0.961
40 O 1.00 1.02 2.64  C37 1.415, H46 0.961
41 H -0.53 2.32 2.32  C37 1.096
42 H 0.58 2.88 3.48  C37 1.096
43 H 0.51 4.00 1.21  C38 1.094
44 H 1.34 2.57 0.55  C38 1.098
45 H 2.69 4.42 1.35  O39 0.961
46 H 1.87 0.95 3.04  O40 0.961

---

Entry 2:
2 unconnected molecules or ions with the total composition C4H3F3N2 at a distorted geometry. Source: the Open Molecules 2025 dataset; level of theory: wB97M-V/def2-TZVPD.

HOMO level, eV: -9.32
Kohn-Sham gap, eV: 10.185
E_LUMO, Eh: 0.032
Relative energy (zero: lowest compared OMol25 entry of this formula, charge and spin), eV: 3.620
Largest force on an atom, eV Å⁻¹: 5.573

Bonds (Å) are listed after each position.
CARTESIAN COORDINATES (ANGSTROEM)
1 C 0.64 -0.61 -0.06  C3 1.229, C4 1.384
2 C -1.87 1.47 0.48  N6 1.143
3 C -0.50 -1.08 -0.08  C1 1.229, N5 1.364
4 C 1.91 -0.08 0.09  C1 1.384, F7 1.341, F8 1.335, F9 1.380
5 N -1.78 -1.56 -0.07  C3 1.364, H10 1.011, H11 1.054
6 N -1.05 2.07 -0.03  C2 1.143, H12 0.966
7 F 2.00 0.77 1.12  C4 1.341
8 F 2.88 -0.97 0.28  C4 1.335
9 F 2.24 0.58 -1.08  C4 1.380
10 H -2.30 -0.80 0.34  N5 1.011
11 H -1.89 -2.39 -0.71  N5 1.054
12 H -0.28 2.60 -0.29  N6 0.966

---

Entry 3:
A single C2HF3NP molecule at a distorted geometry. Source: the Open Molecules 2025 dataset; level of theory: wB97M-V/def2-TZVPD.

HOMO level, eV: -11.17
Kohn-Sham gap, eV: 10.677
E_LUMO, Eh: -0.018
Relative energy (zero: lowest compared OMol25 entry of this formula, charge and spin), eV: 1.025
Largest force on an atom, eV Å⁻¹: 5.746

Bonds (Å) are listed after each position.
CARTESIAN COORDINATES (ANGSTROEM)
1 N 0.99 -2.51 -0.06  C2 1.134
2 C 0.86 -1.38 -0.02  N1 1.134, C3 1.813
3 C 0.55 0.40 0.05  C2 1.813, F4 1.301, F5 1.327, P6 1.876
4 F 1.39 0.80 0.96  C3 1.301
5 F 0.84 0.75 -1.20  C3 1.327
6 P -1.19 0.64 0.72  C3 1.876, F7 1.626, H8 1.519
7 F -1.57 1.76 -0.40  P6 1.626
8 H -1.87 -0.47 -0.05  P6 1.519

---

Entry 4:
A single C4H8O2 molecule at a distorted geometry. Source: the Open Molecules 2025 dataset; level of theory: wB97M-V/def2-TZVPD.

HOMO level, eV: -9.89
Kohn-Sham gap, eV: 10.725
E_LUMO, Eh: 0.031
Relative energy (zero: lowest compared OMol25 entry of this formula, charge and spin), eV: 1.356
Largest force on an atom, eV Å⁻¹: 1.849

Bonds (Å) are listed after each position.
CARTESIAN COORDINATES (ANGSTROEM)
1 C 2.13 -0.02 -0.18  C2 1.498, H7 1.101, H8 1.101, H9 1.093
2 C 0.65 0.21 -0.23  C1 1.498, O3 1.226, C4 1.505
3 O 0.38 1.38 -0.46  C2 1.226
4 C -0.47 -0.79 -0.12  C2 1.505, C5 1.538, H10 1.101, H11 1.096
5 C -1.67 -0.09 0.54  C4 1.538, O6 1.402, H12 1.103, H13 1.091
6 O -2.20 0.95 -0.23  C5 1.402, H14 0.973
7 H 2.53 -1.02 -0.44  C1 1.101
8 H 2.30 0.88 -0.79  C1 1.101
9 H 2.55 0.28 0.79  C1 1.093
10 H -0.75 -1.07 -1.15  C4 1.101
11 H -0.18 -1.71 0.41  C4 1.096
12 H -1.35 0.26 1.54  C5 1.103
13 H -2.47 -0.81 0.69  C5 1.091
14 H -1.45 1.56 -0.38  O6 0.973

---

Entry 5:
A single C7H15N2PS molecule at a distorted geometry. Source: the Open Molecules 2025 dataset; level of theory: wB97M-V/def2-TZVPD.

HOMO level, eV: -8.47
Kohn-Sham gap, eV: 9.064
E_LUMO, Eh: 0.022
Relative energy (zero: lowest compared OMol25 entry of this formula, charge and spin), eV: 0.109
Largest force on an atom, eV Å⁻¹: 3.517

Bonds (Å) are listed after each position.
CARTESIAN COORDINATES (ANGSTROEM)
1 N -2.49 1.56 -1.29  P2 1.821, H12 1.078, H13 0.999
2 P -2.27 0.24 -0.04  N1 1.821, N3 1.666, S4 1.920, C5 1.901
3 N -2.54 1.15 1.33  P2 1.666, H14 1.063, H15 1.017
4 S -3.32 -1.36 -0.08  P2 1.920
5 C -0.42 -0.16 0.11  P2 1.901, C6 1.574, C10 1.518, C11 1.566
6 C -0.14 -1.47 -0.72  C5 1.574, C7 1.496, H16 1.073, H17 1.159
7 C 1.34 -1.42 -0.95  C6 1.496, C8 1.593, H18 1.066, H19 1.093
8 C 1.85 -0.17 -0.10  C7 1.593, C9 1.509, C11 1.655, H20 1.055
9 C 1.58 -0.43 1.36  C8 1.509, C10 1.563, H21 1.176, H22 1.062
10 C 0.04 -0.29 1.55  C5 1.518, C9 1.563, H23 1.080, H24 1.135
11 C 0.62 0.90 -0.39  C5 1.566, C8 1.655, H25 1.136, H26 1.102
12 H -1.98 1.38 -2.22  N1 1.078
13 H -2.07 2.34 -0.83  N1 0.999
14 H -2.43 0.53 2.18  N3 1.063
15 H -2.88 2.11 1.36  N3 1.017
16 H -0.76 -1.56 -1.59  C6 1.073
17 H -0.42 -2.37 -0.03  C6 1.159
18 H 1.93 -2.27 -0.68  C7 1.066
19 H 1.67 -1.35 -1.99  C7 1.093
20 H 2.84 0.11 -0.36  C8 1.055
21 H 2.03 0.33 2.13  C9 1.176
22 H 1.99 -1.32 1.78  C9 1.062
23 H -0.46 -1.06 2.12  C10 1.080
24 H -0.18 0.61 2.20  C10 1.135
25 H 0.50 1.81 0.27  C11 1.136
26 H 0.70 1.11 -1.47  C11 1.102

---

Entry 6:
A gas-phase ion, C4H3N2O2S (charge -1) at a distorted geometry. Source: the Open Molecules 2025 dataset; level of theory: wB97M-V/def2-TZVPD.

HOMO level, eV: -4.55
Kohn-Sham gap, eV: 8.233
E_LUMO, Eh: 0.135
Net charge: -1
Relative energy (zero: lowest compared OMol25 entry of this formula, charge and spin), eV: 1.628
Largest force on an atom, eV Å⁻¹: 2.562

Bonds (Å) are listed after each position.
CARTESIAN COORDINATES (ANGSTROEM)
1 C 4.36 0.06 0.99  C2 1.203, H10 1.029
2 C 3.42 -0.05 0.25  C1 1.203, S3 1.691
3 S 2.14 -0.34 -0.82  C2 1.691, C4 1.981
4 C 0.75 0.84 -0.04  S3 1.981, O5 1.192, N6 1.293
5 O 1.16 1.72 0.65  C4 1.192
6 N -0.33 0.25 -0.42  C4 1.293, C7 1.341
7 C -1.63 0.37 -0.13  N6 1.341, N8 1.448, O9 1.215
8 N -1.98 0.19 1.27  C7 1.448, H11 0.973, H12 1.064
9 O -2.52 0.66 -0.90  C7 1.215
10 H 4.90 0.34 1.82  C1 1.029
11 H -1.26 -0.14 1.83  N8 0.973
12 H -2.89 -0.31 1.52  N8 1.064

---

Question: What is the HOMO level in the fifth record?
Answer: -8.47 eV